DFT (ωB97M-V with the def2-TZVPD basis set) results for a structure of composition C28H60BiBrN6O3SSi in a non-equilibrium geometry.

The geometry in ORCA input format:
```
! RIJCOSX wB97M-V def2-TZVPD def2/J DEFGRID3
* xyz 2 1
Bi -0.02 0.28 0.20
C -3.19 1.38 1.10
C -3.16 1.44 -0.44
N -2.46 0.30 -1.00
C -3.13 -0.99 -0.87
C -2.18 -2.08 -0.36
N -1.48 -1.71 0.86
C -2.34 -1.48 2.02
C -2.05 -0.12 2.66
N -1.91 0.98 1.70
H -3.50 2.37 1.46
H -3.96 0.67 1.40
H -4.20 1.52 -0.80
H -2.64 2.35 -0.77
H -2.22 0.48 -1.97
H -3.97 -0.88 -0.19
H -3.54 -1.32 -1.83
H -2.77 -3.00 -0.22
H -1.43 -2.28 -1.13
H -0.78 -2.42 1.06
H -3.38 -1.53 1.71
H -2.18 -2.24 2.78
H -2.87 0.10 3.37
H -1.12 -0.17 3.23
H -1.50 1.75 2.21
N 2.26 0.48 -0.94
C 2.45 1.38 -2.08
C 3.04 2.73 -1.68
C 2.07 3.77 -1.13
C 1.33 3.41 0.16
N 0.03 2.76 -0.09
H 2.96 0.65 -0.23
H 2.37 -0.48 -1.23
H 1.48 1.51 -2.58
H 3.12 0.92 -2.81
H 3.50 3.16 -2.57
H 3.84 2.56 -0.96
H 1.34 4.02 -1.91
H 2.65 4.67 -0.95
H 1.17 4.31 0.74
H 1.92 2.72 0.76
H -0.27 2.94 -1.05
H -0.67 3.14 0.53
C -0.89 -3.13 -5.54
C -0.10 -3.09 -4.28
C 0.61 -4.19 -3.83
C 1.26 -4.16 -2.60
C 1.14 -2.99 -1.87
Br 1.86 -2.87 -0.09
N 0.51 -1.91 -2.28
C -0.09 -1.96 -3.47
H -0.47 -3.84 -6.25
H -0.94 -2.14 -6.00
H -1.91 -3.44 -5.32
H 0.67 -5.09 -4.43
H 1.81 -5.00 -2.23
H -0.60 -1.05 -3.76
C 4.09 2.69 3.24
C 3.21 3.15 4.40
C 3.87 2.82 5.73
C 2.91 4.65 4.31
O 1.94 2.49 4.32
Si 1.43 0.98 4.24
S 1.55 0.49 2.05
O 2.42 -0.07 4.91
C 2.54 -1.49 5.13
C 3.19 -2.11 3.90
C 3.44 -1.64 6.36
C 1.16 -2.10 5.38
O -0.13 0.93 4.63
C -0.78 1.46 5.81
C 0.22 1.59 6.96
C -1.88 0.48 6.21
C -1.35 2.82 5.45
H 5.06 3.18 3.29
H 3.63 2.94 2.29
H 4.23 1.62 3.29
H 4.84 3.31 5.80
H 4.00 1.75 5.83
H 3.25 3.17 6.56
H 3.84 5.21 4.32
H 2.30 4.95 5.15
H 2.37 4.88 3.39
H 4.16 -1.65 3.71
H 2.56 -1.95 3.03
H 3.32 -3.17 4.05
H 4.40 -1.17 6.18
H 3.59 -2.69 6.58
H 2.98 -1.16 7.22
H 0.52 -1.92 4.51
H 0.70 -1.66 6.26
H 1.26 -3.17 5.53
H 0.73 0.64 7.13
H -0.30 1.87 7.87
H 0.96 2.34 6.73
H -1.47 -0.52 6.36
H -2.66 0.42 5.45
H -2.34 0.81 7.14
H -0.56 3.45 5.05
H -1.77 3.29 6.33
H -2.14 2.72 4.70
*
```

Computed properties:
relative energy (zero: lowest compared OMol25 entry of this formula, charge and spin)	21.56	kcal/mol
Kohn-Sham gap	8.845	eV
energy	-139681.82984	eV
LUMO	-4.90	eV
HOMO level	-13.74	eV
M	877.864	g mol⁻¹